DFT (ωB97M-V with the def2-TZVPD basis set) results for a cluster of 12 separate species, C32H80N8O12 in total in a non-equilibrium geometry.

Output
Frontier orbital gap = 9.0 eV
Maximum force = 0.093 hartree/bohr
Charge = 0
Energy above the lowest of the compared OMol25 structures with the same formula, charge and spin = 23.98 kcal/mol

Bonds (Å) are listed after each position.
Geometry (Å):
1 C 4.70113 -3.40649 -3.43471  C2 1.529, H6 1.090, H7 1.090, H8 1.090
2 C 4.11300 -3.14526 -4.82215  C1 1.529, O3 1.408, H9 1.090, H10 1.090
3 O 3.16479 -2.12692 -4.60602  C2 1.408, C4 1.426
4 C 2.48980 -1.68104 -5.78008  O3 1.426, C5 1.501, H11 1.090, H12 1.090
5 C 1.53845 -0.57339 -5.43194  C4 1.501, H13 1.090, H14 1.090, H15 1.090
6 H 5.34063 -2.56628 -3.16418  C1 1.090
7 H 3.90319 -3.49905 -2.69795  C1 1.090
8 H 5.35136 -4.27482 -3.54101  C1 1.090
9 H 4.90247 -2.81893 -5.49916  C2 1.090
10 H 3.64056 -4.07304 -5.14484  C2 1.090
11 H 3.26549 -1.29307 -6.44029  C4 1.090
12 H 1.96284 -2.48136 -6.29961  C4 1.090
13 H 2.10668 0.29122 -5.08892  C5 1.090
14 H 0.88047 -0.97118 -4.65932  C5 1.090
15 H 0.92484 -0.29101 -6.28742  C5 1.090
16 C -1.95884 5.59928 -0.15846  C17 1.547, H21 1.090, H22 1.090, H23 1.090
17 C -2.16299 4.08998 -0.42937  C16 1.547, O18 1.400, H24 1.090, H25 1.090
18 O -2.94517 3.78396 -1.54987  C17 1.400, C19 1.380
19 C -3.46886 2.51096 -1.65284  O18 1.380, C20 1.562, H26 1.090, H27 1.090
20 C -4.69669 2.57422 -2.61626  C19 1.562, H28 1.090, H29 1.090, H30 1.090
21 H -1.39844 6.08327 -0.95834  C16 1.090
22 H -2.91647 6.10679 -0.04234  C16 1.090
23 H -1.31691 5.56609 0.72184  C16 1.090
24 H -1.17476 3.63024 -0.44148  C17 1.090
25 H -2.68583 3.72451 0.45446  C17 1.090
26 H -2.75602 1.90747 -2.21476  C19 1.090
27 H -3.69031 1.95178 -0.74379  C19 1.090
28 H -5.49359 3.29824 -2.44642  C20 1.090
29 H -5.25105 1.64540 -2.75077  C20 1.090
30 H -4.42914 2.83319 -3.64068  C20 1.090
31 C -4.84841 -1.38505 -0.70547  C32 1.531, H36 1.090, H37 1.090, H38 1.090
32 C -4.04496 -1.06354 0.55776  C31 1.531, O33 1.393, H39 1.090, H40 1.090
33 O -4.18518 0.27183 0.92785  C32 1.393, C34 1.417
34 C -3.61086 0.57612 2.18726  O33 1.417, C35 1.533, H41 1.090, H42 1.090
35 C -4.34184 1.78791 2.77543  C34 1.533, H43 1.090, H44 1.090, H45 1.090
36 H -4.37252 -0.94901 -1.58381  C31 1.090
37 H -4.82634 -2.45492 -0.91280  C31 1.090
38 H -5.89577 -1.09161 -0.63475  C31 1.090
39 H -4.37422 -1.68356 1.39159  C32 1.090
40 H -3.00579 -1.26350 0.29651  C32 1.090
41 H -3.74065 -0.26539 2.86779  C34 1.090
42 H -2.53589 0.69832 2.05456  C34 1.090
43 H -5.41613 1.63313 2.87560  C35 1.090
44 H -4.16670 2.71192 2.22441  C35 1.090
45 H -3.89380 1.96789 3.75266  C35 1.090
46 C 0.77851 1.29602 -2.19283  C47 1.533, H51 1.090, H52 1.090, H53 1.090
47 C 0.12620 1.02184 -0.83319  C46 1.533, O48 1.405, H54 1.090, H55 1.090
48 O 0.99900 0.11130 -0.21336  C47 1.405, C49 1.421
49 C 0.51837 -0.39756 1.02330  O48 1.421, C50 1.477, H56 1.090, H57 1.090
50 C 1.61264 -1.09426 1.73028  C49 1.477, H58 1.090, H59 1.090, H60 1.090
51 H 0.20234 1.99066 -2.80407  C46 1.090
52 H 1.80698 1.65441 -2.14938  C46 1.090
53 H 0.76779 0.34866 -2.73181  C46 1.090
54 H 0.10627 1.97753 -0.30940  C47 1.090
55 H -0.78542 0.42989 -0.91466  C47 1.090
56 H 0.12230 0.42601 1.61739  C49 1.090
57 H -0.27261 -1.09380 0.74456  C49 1.090
58 H 2.04723 -1.79247 1.01491  C50 1.090
59 H 1.16775 -1.64328 2.56019  C50 1.090
60 H 2.48010 -0.56146 2.11981  C50 1.090
61 O -0.88346 3.36519 5.79009  C62 1.191
62 C -0.16326 3.14047 4.86787  O61 1.191, N63 1.311, C64 1.513
63 N 1.11565 3.39752 4.99443  C62 1.311, H65 1.010, H66 1.010
64 C -0.70000 2.70358 3.52273  C62 1.513, H67 1.090, H68 1.090, H69 1.090
65 H 1.40976 3.73939 5.89815  N63 1.010
66 H 1.78574 3.39391 4.23874  N63 1.010
67 H 0.07212 2.63576 2.75636  C64 1.090
68 H -1.55402 3.27674 3.16186  C64 1.090
69 H -1.03898 1.67337 3.63161  C64 1.090
70 O 5.08606 -0.36565 3.71927  C71 1.235
71 C 4.39114 0.62427 3.96856  O70 1.235, N72 1.330, C73 1.484
72 N 4.90736 1.81486 3.67663  C71 1.330, H74 1.010, H75 1.010
73 C 3.03432 0.58018 4.56795  C71 1.484, H76 1.090, H77 1.090, H78 1.090
74 H 5.83450 1.82820 3.27621  N72 1.010
75 H 4.34015 2.65052 3.67079  N72 1.010
76 H 2.89259 1.11391 5.50772  C73 1.090
77 H 2.69834 -0.41458 4.86066  C73 1.090
78 H 2.38389 0.87378 3.74404  C73 1.090
79 O -2.11010 -5.05477 2.01027  C80 1.284
80 C -1.86099 -4.06707 2.79239  O79 1.284, N81 1.323, C82 1.538
81 N -0.73381 -3.37672 2.74608  C80 1.323, H83 1.010, H84 1.010
82 C -2.93650 -3.59448 3.78565  C80 1.538, H85 1.090, H86 1.090, H87 1.090
83 H -0.13356 -3.58683 1.96144  N81 1.010
84 H -0.77028 -2.49415 3.23580  N81 1.010
85 H -2.64275 -3.79106 4.81675  C82 1.090
86 H -3.88224 -4.13363 3.73083  C82 1.090
87 H -3.16305 -2.55440 3.55115  C82 1.090
88 O -1.87556 -0.10122 -4.70563  C89 1.220
89 C -2.17048 -1.21645 -4.30955  O88 1.220, N90 1.342, C91 1.491
90 N -1.71749 -1.54043 -3.08893  C89 1.342, H92 1.010, H93 1.010
91 C -2.99473 -2.17367 -5.10118  C89 1.491, H94 1.090, H95 1.090, H96 1.090
92 H -1.88645 -2.47278 -2.73923  N90 1.010
93 H -1.12086 -0.92572 -2.55390  N90 1.010
94 H -2.90972 -3.23750 -4.87949  C91 1.090
95 H -2.76856 -2.07401 -6.16278  C91 1.090
96 H -4.05819 -1.93743 -5.13792  C91 1.090
97 O 1.40680 4.32588 -1.53806  C98 1.217
98 C 1.46828 4.80006 -2.65723  O97 1.217, N99 1.331, C100 1.482
99 N 0.90553 5.95912 -2.99092  C98 1.331, H101 1.010, H102 1.010
100 C 2.30453 4.19529 -3.72113  C98 1.482, H103 1.090, H104 1.090, H105 1.090
101 H 0.46676 6.49486 -2.25568  N99 1.010
102 H 1.12083 6.33302 -3.90412  N99 1.010
103 H 1.74278 3.88827 -4.60334  C100 1.090
104 H 3.02488 3.43711 -3.41396  C100 1.090
105 H 2.95181 5.00982 -4.04619  C100 1.090
106 O -1.02029 -3.81022 -1.73748  C107 1.244
107 C 0.06517 -4.11728 -1.21317  O106 1.244, N108 1.316, C109 1.521
108 N 0.09374 -4.82944 -0.10697  C107 1.316, H110 1.010, H111 1.010
109 C 1.38299 -3.79828 -1.90312  C107 1.521, H112 1.090, H113 1.090, H114 1.090
110 H 0.95889 -5.10351 0.33632  N108 1.010
111 H -0.77343 -4.95884 0.39442  N108 1.010
112 H 1.68913 -4.66322 -2.49157  C109 1.090
113 H 2.17668 -3.46625 -1.23386  C109 1.090
114 H 1.19905 -2.94382 -2.55439  C109 1.090
115 O -1.05100 -0.98793 4.07484  C116 1.208
116 C -1.04422 -1.01329 5.28210  O115 1.208, N117 1.321, C118 1.526
117 N -1.63001 -0.02320 5.93159  C116 1.321, H119 1.010, H120 1.010
118 C -0.56313 -2.19425 6.11946  C116 1.526, H121 1.090, H122 1.090, H123 1.090
119 H -1.67248 0.03012 6.93929  N117 1.010
120 H -2.02120 0.78041 5.46117  N117 1.010
121 H -0.20498 -3.05401 5.55321  C118 1.090
122 H -1.34337 -2.55552 6.78940  C118 1.090
123 H 0.28426 -1.75064 6.64218  C118 1.090
124 O 5.87252 -0.13692 -1.47816  C125 1.206
125 C 4.92077 -0.65757 -0.95217  O124 1.206, N126 1.304, C127 1.560
126 N 3.71202 -0.73947 -1.43356  C125 1.304, H128 1.010, H129 1.010
127 C 5.19297 -1.30356 0.44195  C125 1.560, H130 1.090, H131 1.090, H132 1.090
128 H 2.92170 -0.92927 -0.83398  N126 1.010
129 H 3.53219 -0.34085 -2.34398  N126 1.010
130 H 4.98872 -0.47497 1.12006  C127 1.090
131 H 6.24431 -1.59116 0.45006  C127 1.090
132 H 4.46112 -2.06835 0.70192  C127 1.090